1.
C68H187N17O17 | wB97M-V/def2-TZVPD

Positions of all 289 atoms, in Å:
1 C -4.1194 -6.5059 4.9620
2 C -3.2501 -6.5983 3.7183
3 C -3.7828 -7.6106 2.5869
4 O -3.7449 -8.9679 2.9490
5 C -4.0012 -9.8721 1.9222
6 N -3.0725 -5.2865 3.2444
7 H -4.3757 -7.5425 5.1811
8 H -5.0583 -6.0159 4.7043
9 H -3.6543 -6.0215 5.8206
10 H -2.2721 -6.9555 4.0407
11 H -3.1099 -7.5911 1.7296
12 H -4.8543 -7.4179 2.5336
13 H -3.2886 -9.7856 1.1020
14 H -4.9891 -9.5936 1.5553
15 H -4.1508 -10.9068 2.2309
16 H -2.9608 -5.3023 2.2407
17 H -3.9493 -4.7883 3.3009
18 C -7.2337 -3.5419 1.1469
19 C -5.9445 -4.1663 1.5754
20 C -4.7426 -3.9544 0.6108
21 O -3.8794 -5.0913 0.6422
22 C -2.9330 -5.0582 -0.4345
23 N -5.5816 -3.6951 2.9309
24 H -7.5744 -3.8407 0.1555
25 H -7.0822 -2.4677 1.0414
26 H -8.0104 -3.6865 1.8978
27 H -6.1952 -5.2054 1.7887
28 H -4.2012 -3.0630 0.9278
29 H -5.1514 -3.7131 -0.3704
30 H -3.3220 -4.7276 -1.3976
31 H -2.4330 -6.0260 -0.4708
32 H -2.2418 -4.2612 -0.1602
33 H -5.4498 -2.7156 2.7227
34 H -6.3441 -3.7135 3.5930
35 C -3.2315 2.1817 -0.7438
36 C -4.5859 1.4312 -0.5413
37 C -4.3544 -0.0681 -0.8711
38 O -4.0847 -0.2941 -2.2628
39 C -3.5764 -1.5690 -2.5056
40 N -4.9068 1.7142 0.8363
41 H -2.9255 2.2818 -1.7851
42 H -2.4488 1.7321 -0.1327
43 H -3.2379 3.2069 -0.3739
44 H -5.3746 1.7790 -1.2085
45 H -5.2834 -0.5943 -0.6514
46 H -3.5192 -0.3877 -0.2479
47 H -4.0952 -2.3624 -1.9676
48 H -2.5219 -1.5659 -2.2299
49 H -3.5643 -1.7798 -3.5750
50 H -4.0500 1.7311 1.3709
51 H -5.2359 2.6661 0.9118
52 C 1.5135 4.6180 -3.9052
53 C 2.6673 4.2277 -4.7822
54 C 2.3499 3.9781 -6.2456
55 O 1.8531 2.6497 -6.4757
56 C 1.4984 2.3954 -7.7852
57 N 3.6494 5.3627 -4.7118
58 H 0.7084 3.8992 -4.0572
59 H 1.0508 5.4595 -4.4208
60 H 1.6840 4.9421 -2.8786
61 H 3.2492 3.3901 -4.3975
62 H 3.2598 4.1707 -6.8140
63 H 1.6506 4.7126 -6.6450
64 H 2.3579 2.5543 -8.4364
65 H 0.7305 3.1420 -7.9878
66 H 1.1289 1.3769 -7.9045
67 H 3.9831 5.5362 -3.7745
68 H 4.4641 5.0037 -5.1888
69 C -1.9818 1.2063 -4.6127
70 C -1.3338 0.1393 -5.4888
71 C -1.7237 0.3146 -6.9740
72 O -1.4125 -0.7444 -7.8529
73 C -1.6825 -2.0455 -7.3580
74 N 0.1218 0.1884 -5.2649
75 H -3.0584 1.2151 -4.7827
76 H -1.5823 2.1804 -4.8948
77 H -1.8156 1.0240 -3.5510
78 H -1.6609 -0.8305 -5.1138
79 H -1.2626 1.1481 -7.5037
80 H -2.7886 0.5309 -7.0600
81 H -0.9383 -2.3687 -6.6301
82 H -1.4921 -2.7480 -8.1694
83 H -2.6816 -2.2050 -6.9525
84 H 0.5501 -0.3210 -6.0247
85 H 0.3693 1.1579 -5.4021
86 C 2.5642 8.6481 -3.8465
87 C 2.0155 8.7418 -5.2511
88 C 2.1847 10.1658 -5.7689
89 O 3.6548 10.5004 -5.5997
90 C 3.9500 11.7994 -6.0611
91 N 2.6148 7.6936 -6.1023
92 H 2.1829 9.4223 -3.1807
93 H 3.6527 8.6366 -3.7904
94 H 2.2655 7.6779 -3.4495
95 H 0.9330 8.6141 -5.2411
96 H 1.5422 10.8832 -5.2583
97 H 1.8689 10.0764 -6.8083
98 H 3.7181 11.7830 -7.1260
99 H 5.0192 11.9329 -5.8965
100 H 3.3200 12.5161 -5.5343
101 H 3.5731 7.9593 -6.2786
102 H 2.7586 6.8099 -5.6348
103 C -0.4716 2.4829 3.0279
104 C -1.6503 1.5530 2.9428
105 C -1.4572 0.3419 3.8627
106 O -2.3965 -0.7210 3.5088
107 C -2.2997 -1.9059 4.2821
108 N -2.8347 2.3172 3.2552
109 H 0.4611 2.0100 2.7206
110 H -0.2172 2.8295 4.0295
111 H -0.7599 3.4597 2.6396
112 H -1.7720 1.1780 1.9266
113 H -1.6344 0.6661 4.8882
114 H -0.4421 -0.0547 3.8468
115 H -2.6194 -1.8848 5.3240
116 H -1.2576 -2.2109 4.1872
117 H -2.9796 -2.6327 3.8375
118 H -3.5388 1.7552 3.7119
119 H -2.5680 2.9300 4.0124
120 C 0.1595 2.5384 8.2402
121 C 1.2082 3.6203 7.8687
122 C 2.1944 3.2119 6.7227
123 O 3.0255 4.3105 6.4570
124 C 3.8814 4.0550 5.2978
125 N 0.4896 4.8451 7.6535
126 H 0.7604 1.7015 8.5959
127 H -0.3787 2.1472 7.3768
128 H -0.5499 2.9081 8.9806
129 H 1.7073 3.9122 8.7928
130 H 1.6156 2.9940 5.8251
131 H 2.7430 2.3086 6.9895
132 H 4.4642 3.1354 5.3494
133 H 4.5100 4.9455 5.2981
134 H 3.2234 3.9678 4.4333
135 H 1.2182 5.5363 7.5465
136 H 0.1513 4.8429 6.7018
137 C -1.8496 5.1061 -3.3536
138 C -3.0603 5.4729 -2.5627
139 C -2.6784 6.2077 -1.2542
140 O -1.5488 5.4855 -0.7495
141 C -1.0359 5.8202 0.5223
142 N -3.9117 6.3173 -3.3957
143 H -2.1505 4.5408 -4.2356
144 H -1.2214 4.3686 -2.8541
145 H -1.1374 5.9194 -3.4926
146 H -3.5180 4.5004 -2.3814
147 H -3.5486 6.1702 -0.5989
148 H -2.5337 7.2755 -1.4181
149 H -0.0019 5.5097 0.6724
150 H -1.6732 5.3786 1.2884
151 H -1.0910 6.9008 0.6534
152 H -3.8722 6.0004 -4.3539
153 H -3.5676 7.2668 -3.3862
154 C 4.8938 3.3810 0.9214
155 C 4.3273 4.0712 -0.3459
156 C 5.3556 5.1145 -0.8965
157 O 4.8402 5.8205 -2.0466
158 C 5.6106 6.9140 -2.5210
159 N 3.9946 3.0930 -1.3790
160 H 4.2004 2.5734 1.1561
161 H 4.9298 4.0119 1.8096
162 H 5.8420 2.8657 0.7683
163 H 3.4804 4.6996 -0.0703
164 H 6.2808 4.5603 -1.0544
165 H 5.6657 5.8071 -0.1140
166 H 5.6875 7.8238 -1.9256
167 H 5.3488 7.3364 -3.4912
168 H 6.6014 6.4755 -2.6399
169 H 3.6003 3.5132 -2.2085
170 H 3.2296 2.5573 -0.9944
171 C -5.5135 0.7245 4.9115
172 C -6.0433 -0.2972 3.9615
173 C -7.4302 0.1368 3.3701
174 O -8.3101 0.4875 4.4138
175 C -8.7284 -0.5386 5.3229
176 N -5.1033 -0.5549 2.8826
177 H -6.1109 0.7697 5.8222
178 H -5.5375 1.7224 4.4737
179 H -4.5533 0.4471 5.3463
180 H -6.1497 -1.2436 4.4917
181 H -7.8827 -0.5936 2.6995
182 H -7.3945 1.0373 2.7570
183 H -9.0420 -1.3711 4.6931
184 H -9.6265 -0.2125 5.8475
185 H -8.0154 -0.8623 6.0811
186 H -5.0506 0.1702 2.1814
187 H -4.1873 -0.5441 3.3078
188 C 0.3025 2.3556 -1.7514
189 C 0.5144 1.4790 -0.5256
190 C -0.0256 0.0212 -0.5934
191 O -0.0501 -0.6943 0.6821
192 C -0.5978 -2.0185 0.6074
193 N 1.9708 1.5346 -0.2338
194 H 0.5371 3.4093 -1.6002
195 H -0.7371 2.3368 -2.0784
196 H 0.8758 2.0636 -2.6313
197 H -0.0423 1.8617 0.3298
198 H 0.6750 -0.4860 -1.2567
199 H -0.9840 0.0509 -1.1116
200 H -1.5741 -1.9294 0.1310
201 H -0.6209 -2.3663 1.6402
202 H -0.0886 -2.7636 -0.0039
203 H 2.0764 1.1688 0.7017
204 H 2.4470 0.8334 -0.7829
205 C 6.3285 -0.0385 -0.5897
206 C 6.4296 0.5207 -1.9349
207 C 5.2627 0.0292 -2.7459
208 O 5.2753 0.5775 -4.0611
209 C 4.0843 0.2778 -4.7242
210 N 6.5366 1.9777 -1.8236
211 H 5.4125 0.3371 -0.1339
212 H 7.1874 0.2445 0.0189
213 H 6.1869 -1.1181 -0.6391
214 H 7.3415 0.1749 -2.4217
215 H 4.3169 0.2815 -2.2665
216 H 5.2355 -1.0564 -2.8397
217 H 4.0733 0.9183 -5.6061
218 H 3.1896 0.5497 -4.1642
219 H 4.0424 -0.7313 -5.1342
220 H 6.2877 2.2933 -2.7501
221 H 5.6569 2.2262 -1.3942
222 C 3.3868 -2.8145 -0.7173
223 C 2.8730 -4.1531 -1.3369
224 C 2.2316 -3.7958 -2.7303
225 O 0.9072 -3.3398 -2.6138
226 C 0.4164 -2.4941 -3.6646
227 N 3.9601 -5.0453 -1.5813
228 H 2.7513 -1.9552 -0.9315
229 H 4.4437 -2.5750 -0.8344
230 H 3.2644 -2.9930 0.3510
231 H 2.1497 -4.6786 -0.7133
232 H 2.1627 -4.6492 -3.4048
233 H 2.8700 -3.0993 -3.2739
234 H -0.6196 -2.2547 -3.4251
235 H 0.3920 -3.0405 -4.6075
236 H 1.0323 -1.5989 -3.7504
237 H 4.4322 -4.9752 -0.6912
238 H 4.5491 -4.6755 -2.3136
239 C 0.9500 -5.0481 2.8720
240 C 0.7827 -5.3643 4.3247
241 C 2.0365 -5.0194 5.1650
242 O 3.1287 -5.8652 4.8234
243 C 4.3512 -5.3426 5.2712
244 N -0.4006 -4.6582 4.8406
245 H 0.0338 -5.3043 2.3400
246 H 1.8617 -5.4324 2.4147
247 H 0.9213 -3.9825 2.6444
248 H 0.5194 -6.4123 4.4679
249 H 1.8331 -5.2566 6.2092
250 H 2.3057 -3.9808 4.9727
251 H 4.4544 -5.2195 6.3493
252 H 4.5441 -4.3887 4.7804
253 H 5.1381 -6.0078 4.9157
254 H -1.1856 -4.7672 4.2145
255 H -0.6872 -5.0801 5.7123
256 C 1.2712 -11.0989 -1.0886
257 C 0.5838 -10.1514 -2.0251
258 C 0.6618 -8.7093 -1.5102
259 O -0.1294 -7.7996 -2.2090
260 C 0.0388 -6.4329 -1.7800
261 N 1.2358 -10.2038 -3.3665
262 H 1.2709 -12.1520 -1.3695
263 H 0.6797 -11.1454 -0.1742
264 H 2.2537 -10.8248 -0.7043
265 H -0.4396 -10.5145 -2.1197
266 H 1.7079 -8.4041 -1.4864
267 H 0.3483 -8.7329 -0.4665
268 H -0.6241 -5.7601 -2.3240
269 H 1.0737 -6.1097 -1.8919
270 H -0.0925 -6.2844 -0.7082
271 H 2.2231 -10.0240 -3.2526
272 H 0.9502 -9.4551 -3.9814
273 C 4.3129 0.4298 3.7582
274 C 3.2278 -0.5020 3.2106
275 C 2.4742 -1.3550 4.2434
276 O 1.8127 -0.5211 5.2333
277 C 1.0023 -1.2277 6.1705
278 N 2.3672 0.2840 2.3947
279 H 3.8393 1.2408 4.3113
280 H 5.1223 0.7748 3.1148
281 H 4.9087 -0.1689 4.4473
282 H 3.6377 -1.1936 2.4745
283 H 3.1506 -2.0182 4.7826
284 H 1.8276 -2.0070 3.6561
285 H 0.3606 -1.9576 5.6771
286 H 0.3095 -0.5392 6.6542
287 H 1.6823 -1.6870 6.8879
288 H 1.6976 -0.3787 2.0305
289 H 1.8497 0.8121 3.0828

Multiplicity: 1
Frontier orbital gap in eV: 8.97
Relative energy (zero: lowest compared OMol25 entry of this formula, charge and spin) in kJ/mol: 486.0
E_HOMO in eV: -8.5587

2.
C6H9O2 | wB97M-V/def2-TZVPD

Positions of all 17 atoms, in Å:
1 O 1.9163 1.0162 1.3503
2 C 0.6847 1.1284 1.4749
3 O -0.0340 1.3703 2.4528
4 C -0.1501 0.8263 0.2364
5 C 0.0295 -0.4626 -0.3180
6 C -0.9392 -0.9746 -1.3131
7 C -0.7260 -0.4387 -2.5668
8 C -1.6377 -2.1286 -0.9744
9 H 0.6359 0.6060 -0.7465
10 H -1.0296 1.3799 -0.0722
11 H 0.4226 -1.2032 0.3765
12 H 2.6030 -0.6781 -1.1699
13 H 0.0312 0.3102 -2.7477
14 H -1.3912 -0.6001 -3.4157
15 H -2.1995 -2.5688 -1.7885
16 H -2.0304 -2.2640 0.0205
17 H 2.4721 -1.2968 -1.5764

Net charge: -1
Multiplicity: 1
Frontier orbital gap in eV: 5.84
Relative energy (zero: lowest compared OMol25 entry of this formula, charge and spin) in kJ/mol: 533.3
E_HOMO in eV: -2.6683

3.
CH4N2S | wB97M-V/def2-TZVPD

Positions of all 8 atoms, in Å:
1 N -1.1714 -0.1640 0.1012
2 N 0.0066 0.4770 -0.1247
3 C 1.1192 -0.2691 -0.1067
4 S 2.7227 0.0566 0.0518
5 H -1.8697 -0.1839 -0.6355
6 H -1.6233 -0.1088 0.9743
7 H -0.0389 1.5077 -0.0129
8 H 0.8546 -1.3155 -0.2476

Multiplicity: 1
Frontier orbital gap in eV: 9.16
Relative energy (zero: lowest compared OMol25 entry of this formula, charge and spin) in kJ/mol: 166.3
E_HOMO in eV: -8.3738